a | Below is C5H11NO2 in the gas phase, with properties calculated with the ωB97M-V functional and the def2-TZVPD basis.

Element x y z (Å)
O 1.10308 0.66344 1.65224
O 0.04289 2.88950 0.69178
N -1.31743 -0.46746 0.86150
C 0.53692 -1.79252 0.10656
C -0.20993 -0.46739 -0.06105
C -0.74217 -0.33472 -1.48648
C 0.82307 0.69098 0.27801
C 0.32391 2.04565 -0.11824
H 0.23908 2.22623 -1.20200
H 0.80217 1.51444 2.01185
H -1.40491 0.52209 -1.58049
H -0.17908 -2.60973 0.07673
H -1.31076 -1.22790 -1.73077
H 1.26799 -1.92728 -0.68629
H -0.97688 -0.55363 1.81339
H 1.04691 -1.80763 1.06635
H 1.74301 0.48307 -0.28774
H -1.86155 0.38651 0.79195
H 0.07368 -0.23363 -2.19730

Computed properties:
HOMO level, eV: -9.4658
Frontier orbital gap, eV: 10.270
LUMO level, eV: 0.80
SMILES: CC(C)(N)[C@H](O)C=O



b | Below is a molecular structure, C5H11NO2, with properties calculated with the ωB97M-V functional and the def2-TZVPD basis.

Element x y z (Å)
O 1.79597 -0.06316 1.53726
O -2.65406 0.06656 0.41969
N 1.25530 0.35260 0.28154
C -0.86919 0.73669 0.24356
C -0.55434 -1.89557 0.49738
C -0.64327 -0.61107 0.37703
C 1.96837 -0.38684 -0.73562
C -0.96570 1.43242 -1.08233
H -1.44406 -2.50542 0.56700
H 1.81352 0.74781 2.06000
H -0.78340 1.34954 1.13293
H 3.00651 -0.03850 -0.77608
H -1.81500 2.11178 -1.05068
H -0.05063 1.99756 -1.26298
H -2.83889 0.01111 1.36792
H 1.48764 -0.18991 -1.69427
H -1.12661 0.71971 -1.88821
H 0.42204 -2.36381 0.56748
H 1.99579 -1.47150 -0.56164

Computed properties:
HOMO level (spin up / spin down), eV: -7.6045 / -7.6076
Frontier orbital gap (spin up / spin down), eV: 8.287 / 8.290
LUMO level (spin up / spin down), eV: 0.68 / 0.68



c | Below is C5H11NO2 in the gas phase, with properties calculated with the ωB97M-V functional and the def2-TZVPD basis.

Element x y z (Å)
O -2.73375 0.21957 -2.07784
O -0.10886 0.39060 -1.55244
N 0.52479 -0.32281 0.48558
C -0.36449 0.31617 -0.37586
C -1.61164 0.95922 0.10922
C 2.98351 -0.52191 1.13422
C -2.72490 0.32762 -0.68945
C 1.91539 -0.94775 0.13215
H -1.73231 0.81232 1.16689
H -3.62703 0.86864 -0.44972
H -1.89145 0.46658 -2.56305
H 2.26948 -0.60875 -0.82241
H -1.57838 2.03250 -0.03958
H 3.61513 0.31070 0.77541
H 1.62320 -2.02974 0.13370
H 2.54217 -0.25320 2.08387
H 0.38545 -0.06371 1.43477
H 3.63073 -1.31708 1.48326
H -3.11705 -0.63894 -0.36872

Computed properties:
HOMO level, eV: -9.2928
Frontier orbital gap, eV: 10.116
LUMO level, eV: 0.82
SMILES: CCNC(=O)CCO



d | Below is 2 unconnected molecules or ions with the total composition C5H11NO2, with properties calculated with the ωB97M-V functional and the def2-TZVPD basis.

Element x y z (Å)
O 1.51456 0.44949 1.29174
O -0.60957 -1.56948 0.89645
N 1.47457 -1.80192 -0.85849
C -2.10001 -0.02223 -0.14598
C 0.75346 -0.41175 -0.76967
C -0.64165 -0.41044 0.06028
C 0.62071 0.48688 0.31184
C 0.42260 1.90151 -0.41719
H -0.23033 1.76062 -1.48162
H -2.52905 -0.04108 1.06209
H 0.40812 0.24258 2.43114
H 0.51231 -1.48417 0.96917
H 1.51487 2.24493 -0.21076
H 0.12136 2.54211 0.25118
H 0.78691 0.06822 -1.83385
H 0.73980 -2.19429 -0.14144
H -2.76974 -0.90270 -0.60979
H -2.24518 1.03538 -0.67686
H 2.25628 -1.89366 -0.12826

Computed properties:
HOMO level, eV: -8.9202
Frontier orbital gap, eV: 7.439
LUMO level, eV: -1.48



The least stable of them is d.